Computed, not measured: C9H26NO7V as an isolated structure, with ωB97M-V with the def2-TZVPD basis set.

```
44
C9H26NO7V | OMol25 | ωB97M-V with the def2-TZVPD basis set
O -1.35022 0.00145 -2.05701
V -1.65252 1.36720 -1.31321
O -2.61560 1.09185 -0.12263
C 2.02583 -0.66944 -1.14798
C 1.21054 -1.04032 0.08246
C 2.17943 -1.82069 0.95784
C 1.69138 -2.08655 2.37057
C 1.12240 -0.84277 3.04416
C 0.20009 0.04272 2.18168
N 0.77363 0.15866 0.82284
O 0.31306 1.18830 0.04417
C 0.06778 1.35050 2.96127
C -1.21960 -0.59541 2.09781
C 0.11177 -2.01345 -0.38870
H 1.35723 -0.17865 -1.86032
H 2.40904 -1.56912 -1.62625
H 2.82469 0.03190 -0.90667
H 3.13995 -1.31228 1.09726
H 2.42806 -2.78937 0.51614
H 2.48920 -2.55016 2.95552
H 0.93265 -2.87670 2.34129
H 1.89105 -0.23017 3.51629
H 0.45792 -1.25005 3.81197
H 0.19785 1.20510 4.03267
H -0.77001 1.99462 2.70081
H 0.95590 1.93432 2.68721
H -1.63692 -0.46579 3.10031
H -1.13949 -1.65005 1.84555
H -1.85880 -0.06358 1.39785
H -0.19371 -2.76901 0.33652
H 0.33501 -2.43484 -1.36749
H -0.81133 -1.43890 -0.50180
O -0.28631 2.40232 -2.89081
H 0.26652 2.00499 -3.57361
H 0.22995 3.14469 -2.55188
O -3.28277 1.83358 -2.96061
H -4.11408 1.39111 -3.16074
H -3.30803 2.65478 -3.46430
O -1.83262 3.66486 -0.83398
H -2.54376 3.99509 -0.27257
H -1.60457 4.40474 -1.40810
O 0.59281 -1.78830 -4.17867
H -0.06010 -2.08558 -4.81926
H 0.07667 -1.34162 -3.49559
```

## Properties
DFT total energy, eV: -51263.121
Kohn-Sham gap, eV: 5.1

***

Computed, not measured: one molecule with the formula C9H26O2Si3, with ωB97M-V with the def2-TZVPD basis set.

```
40
C9H26O2Si3 | OMol25 | ωB97M-V with the def2-TZVPD basis set
O -0.99429 0.34827 0.61623
O 1.70935 -0.21198 -0.23735
C 2.06212 3.03225 -0.24701
C 1.12298 0.66415 2.44063
C 0.68907 2.58889 0.06854
C -3.66567 -0.26550 1.12903
C -2.70245 2.43819 -0.13122
C -2.45435 -0.26100 -1.79325
C 0.77611 -2.62124 0.93776
C 3.48858 -2.47324 -0.51232
C 0.80877 -2.26955 -2.12449
Si 0.62002 0.75862 0.64074
Si -2.42448 0.57424 -0.11446
Si 1.73296 -1.88985 -0.48276
H 2.19621 4.09173 -0.47786
H 2.75936 2.77790 0.58079
H 2.43184 2.43625 -1.04442
H 1.82343 1.35943 2.88057
H 1.53785 -0.37603 2.60529
H 0.24555 0.42149 3.04162
H 0.41011 3.12649 0.99345
H 0.06977 2.63403 -0.81709
H -3.54594 -1.33594 1.07969
H -3.19763 0.13534 2.02536
H -4.63768 0.06963 1.00772
H -3.69453 2.64094 0.06084
H -2.13790 3.01142 0.65445
H -2.49821 2.72956 -1.12992
H -2.32542 -1.26957 -1.56332
H -1.72599 0.19904 -2.40574
H -3.39998 -0.14904 -2.32141
H 1.13193 -2.48160 2.03194
H 0.70016 -3.65018 0.70379
H -0.17819 -2.12180 0.86118
H 3.70260 -3.37012 -1.16295
H 3.92967 -1.57276 -0.87477
H 3.83511 -2.73403 0.47400
H 1.29543 -1.78286 -3.01435
H 0.70999 -3.30320 -2.47429
H -0.20625 -1.89830 -1.90466
```

## Properties
DFT total energy, eV: -37489.098
Kohn-Sham gap, eV: 10.3
SMILES string: CC[Si](C)(O[Si](C)(C)C)O[Si](C)(C)C

***

Computed, not measured: C9H27AlO12P3 as an isolated structure, with ωB97M-V with the def2-TZVPD basis set.

```
52
C9H27AlO12P3 | OMol25 | ωB97M-V with the def2-TZVPD basis set
Al -1.88728 -2.35570 -0.55957
C -1.34973 -1.91239 5.36563
O -1.01345 -1.04124 4.33236
P 0.17746 -1.62023 3.31772
O -0.41151 -1.95362 1.95747
O 1.20134 -0.34402 3.25932
C 1.45287 0.46800 4.37209
O 0.96749 -2.82915 4.11383
C 2.10114 -3.43604 3.42331
H -0.81586 -2.85644 5.47446
H -2.34524 -2.33258 5.22247
H -1.36068 -1.28575 6.25743
H 2.29734 0.25852 5.02867
H 0.75876 0.17795 5.16087
H 1.22998 1.51869 4.18639
H 3.01321 -3.54695 4.00977
H 2.33579 -2.86366 2.52585
H 1.96508 -4.48647 3.16605
C -1.46644 2.07426 3.10514
O -0.59127 2.37149 2.02838
P -0.93296 1.78168 0.50306
O -1.52490 0.37951 0.43704
O -1.93997 2.91490 -0.07771
C -1.83492 3.12652 -1.49334
O 0.47639 1.94456 -0.29263
C 1.40726 2.99528 0.10889
H -0.96136 1.45253 3.84435
H -2.47895 1.84140 2.77545
H -1.55674 2.98894 3.69106
H -1.98451 4.19251 -1.66476
H -2.64417 2.65055 -2.04714
H -0.87839 2.85455 -1.93963
H 2.02442 3.35152 -0.71593
H 2.11627 2.59440 0.83326
H 0.89958 3.90772 0.42163
C 0.21469 -3.00137 -5.57244
O 0.60280 -1.71688 -5.15072
P -0.11990 -0.71408 -4.05339
O -0.53341 -1.39705 -2.80856
O 0.99453 0.44262 -3.93071
C 2.06295 0.30261 -2.97424
O -1.44901 -0.11301 -4.86054
C -1.45990 0.41719 -6.16879
H 0.38775 -3.08857 -6.64508
H -0.83722 -3.11850 -5.31196
H 0.90070 -3.73645 -5.15154
H 2.50239 1.26851 -2.72514
H 2.87945 -0.30931 -3.35761
H 1.82998 -0.05780 -1.97228
H -2.24791 -0.02414 -6.77901
H -0.46424 0.39266 -6.61169
H -1.70969 1.47232 -6.05751
```

## Properties
Charge: +3
DFT total energy, eV: -68774.017
Kohn-Sham gap, eV: 2.1

***

Computed, not measured: C9H27InN7O12 as an isolated structure, with ωB97M-V with the def2-TZVPD basis set.

```
56
C9H27InN7O12 | OMol25 | ωB97M-V with the def2-TZVPD basis set
C -3.62554 2.11243 -2.47071
C -3.53188 0.75690 -2.15887
In -4.67773 0.04883 -0.31990
C -3.12173 -0.93308 1.05155
N -2.46737 0.19624 1.78604
H -2.68223 2.65504 -2.73621
H -4.60103 2.64406 -2.39759
H -2.93247 0.01155 -2.73977
H -5.28844 1.49119 0.59739
H -6.00838 -1.09265 -0.69429
H -2.36697 -1.45439 0.37883
H -3.63234 -1.68098 1.71586
H -1.98854 0.74886 1.06934
H -1.83062 -0.11736 2.51985
C 1.76410 0.65289 0.50174
N 0.72342 1.53850 1.08617
O -0.14895 1.94287 0.34490
O 0.82006 1.79661 2.27052
H 1.55022 0.51186 -0.55286
H 2.71468 1.13779 0.63906
H 1.72363 -0.29487 1.03383
C 6.53467 0.35227 0.29067
N 5.08590 0.50177 0.58213
O 4.77824 0.98796 1.65129
O 4.30877 0.12417 -0.27532
H 7.09502 0.72495 1.12697
H 6.73002 -0.70560 0.13376
H 6.74843 0.93087 -0.60634
C -1.88836 -3.56695 3.70157
N -2.78597 -4.58834 3.09834
O -3.03147 -4.48984 1.91571
O -3.20997 -5.45449 3.84124
H -1.59067 -2.86301 2.92794
H -2.44405 -3.06158 4.48810
H -1.02323 -4.09028 4.10334
C 10.05224 -0.29940 3.52944
N 9.12010 -0.05242 2.40015
O 9.58060 0.43580 1.38830
O 7.95745 -0.35822 2.57085
H 11.04788 0.01998 3.23547
H 9.69587 0.27723 4.38007
H 10.03434 -1.36609 3.74112
C -7.40847 2.64296 -3.89473
N -7.70985 3.65098 -2.84584
O -6.99420 3.66552 -1.87292
O -8.65833 4.38897 -3.04444
H -6.54423 2.06089 -3.58225
H -8.28507 2.00773 -3.99929
H -7.19962 3.18211 -4.81616
C -0.46500 -0.88205 -4.04000
N 0.46739 -1.38445 -2.99940
O 0.54267 -0.75337 -1.96850
O 1.08958 -2.39568 -3.25765
H -0.94666 0.01966 -3.67081
H 0.12274 -0.67136 -4.93107
H -1.19863 -1.66300 -4.22660
```

## Properties
Charge: -1
DFT total energy, eV: -49924.567
Kohn-Sham gap, eV: 4.4

***

The evaluated highest occupied orbital energy for the records listed, in turn: -5.8, -9.6, -18.5, -3.7 eV.
The evaluated largest force on an atom for the records listed, in turn: 3.26, 3.47, 4.44, 2.50 eV/A.